{
  "formula": "C2H2ClOP",
  "method": "ωB97M-V/def2-TZVPD",
  "lumo_ha": [-0.0478, -0.0484],
  "orbital_gap_ev": [7.0609, 7.0353],
  "total_charge": 0,
  "e_homo_ev": [-8.36, -8.35],
  "relative_energy_kcal_mol": 41.9,
  "total_energy_ev": -25961.8575,
  "symbols": ["C", "C", "O", "P", "Cl", "H", "H"],
  "positions_angstrom": [[1.01096, -0.97914, 1.11427], [1.41087, -1.94693, 1.78006], [0.85835, -0.02962, 0.46090], [5.04778, 1.64877, -0.63003], [4.96663, -0.32020, -0.83234], [2.53832, -1.90958, 1.90701], [0.76675, -2.70866, 2.38426]]
}